Record 1
Formula: C19H16F2N2
Source: the OMol25 dataset
Level of theory: ωB97M-V/def2-TZVPD

The geometry in XYZ format:
```
39
Properties=species:S:1:pos:R:3:nbo_charge:R:1
F 1.310 -4.807 3.736 -0.3225
C 1.852 -3.556 3.545 0.3946
C 3.082 -3.268 4.138 -0.2201
C 3.610 -1.979 3.952 -0.2006
C 2.929 -1.034 3.198 -0.1389
C 1.694 -1.343 2.567 -0.1302
C 1.069 -0.382 1.716 0.0492
C -0.173 -0.579 1.117 -0.3185
C -0.649 0.126 0.018 0.0676
C -1.957 -0.045 -0.532 -0.1355
C -2.949 -0.807 0.156 -0.2164
C -4.132 -1.118 -0.499 0.3767
F -5.030 -1.942 0.137 -0.3279
C -4.447 -0.650 -1.771 -0.2025
C -3.515 0.189 -2.408 -0.2080
C -2.303 0.487 -1.800 -0.1179
C 1.149 -2.647 2.770 -0.2188
H 3.595 -4.028 4.719 0.2459
H 4.569 -1.723 4.404 0.2342
H 3.343 -0.036 3.041 0.2273
H 1.597 0.559 1.538 0.2346
H -0.825 -1.348 1.535 0.2072
H 0.023 0.798 -0.513 0.2951
H -2.767 -1.166 1.163 0.2254
H -5.386 -0.936 -2.238 0.2420
H -3.748 0.599 -3.389 0.2353
H -1.555 1.115 -2.290 0.2962
H 0.215 -2.939 2.292 0.2371
C -0.218 4.377 -2.164 -0.6429
C 0.616 3.255 -2.605 0.2878
N 1.665 3.405 -3.463 -0.5323
C 2.176 2.153 -3.662 -0.1092
C 1.416 1.237 -2.885 -0.1634
N 0.446 1.942 -2.232 -0.6491
H -0.999 4.010 -1.495 0.2035
H 0.393 5.126 -1.645 0.2173
H -0.677 4.871 -3.028 0.2182
H 3.011 1.918 -4.316 0.1847
H 1.569 0.167 -2.807 0.1750
```

Values from the calculation:
- highest occupied orbital energy (eV) = -6.05
- energy above the lowest of the compared OMol25 structures with the same formula, charge and spin (kcal per mole) = 0.0
- E_tot (Eh) = -1042.722049
- frontier orbital gap (eV) = 2.71

=====

Record 2
Formula: C19H16F3O3
Source: the OMol25 dataset
Level of theory: ωB97M-V/def2-TZVPD

The geometry in XYZ format:
```
41
Properties=species:S:1:pos:R:3:nbo_charge:R:1
O 0.364 -1.942 0.904 -0.7607
C 1.064 -1.238 1.834 0.9314
O 2.194 -0.762 1.533 -0.8375
O 0.557 -1.008 2.964 -0.8100
H 0.814 -1.916 0.054 0.4860
F 1.917 -2.067 -1.354 -0.3206
C 3.024 -1.837 -2.062 0.4097
C 2.891 -1.280 -3.310 -0.2764
C 3.976 -1.111 -4.170 -0.2046
C 5.235 -1.531 -3.731 -0.2337
C 5.406 -2.008 -2.432 -0.2081
C 4.300 -2.191 -1.610 -0.2594
H 1.890 -0.932 -3.539 0.2267
H 3.823 -0.662 -5.140 0.2131
H 6.092 -1.432 -4.385 0.2039
H 6.365 -2.316 -2.040 0.2120
H 4.456 -2.624 -0.631 0.2401
F -5.603 -1.225 3.903 -0.3343
C -4.701 -0.256 4.182 0.3952
C -3.486 -0.209 3.551 -0.2874
C -2.577 0.796 3.836 -0.1703
C -2.983 1.920 4.559 -0.2408
C -4.246 1.899 5.115 -0.2025
C -5.068 0.771 5.052 -0.3044
H -3.251 -1.001 2.850 0.2394
H -1.598 0.666 3.388 0.2678
H -2.305 2.731 4.785 0.2156
H -4.567 2.806 5.612 0.2025
H -6.072 0.754 5.454 0.2146
F 1.850 1.652 -3.118 -0.3258
C 0.598 1.545 -2.648 0.3913
C -0.503 2.088 -3.311 -0.3047
C -1.755 1.962 -2.758 -0.2125
C -1.955 1.408 -1.500 -0.2309
C -0.837 0.873 -0.822 -0.1663
C 0.408 0.934 -1.421 -0.2992
H -0.375 2.480 -4.312 0.2130
H -2.639 2.118 -3.366 0.2042
H -2.969 1.273 -1.151 0.2106
H -0.988 0.301 0.084 0.2485
H 1.255 0.569 -0.849 0.2645
```

Values from the calculation:
- highest occupied orbital energy (eV) = -3.94
- energy above the lowest of the compared OMol25 structures with the same formula, charge and spin (kcal per mole) = 0.0
- E_tot (Eh) = -1258.992337
- charge = -1
- frontier orbital gap (eV) = 6.81

=====

Record 3
Formula: C19H16F9N3O12PdS2
Source: the OMol25 dataset
Level of theory: ωB97M-V/def2-TZVPD

The geometry in XYZ format:
```
62
Properties=species:S:1:pos:R:3:nbo_charge:R:1
Pd -0.314 -0.100 0.155 1.0896
F 4.658 -0.247 0.909 -0.3230
C 4.066 -1.378 1.313 0.7081
F 4.434 -2.353 0.476 -0.3222
F 4.542 -1.672 2.527 -0.3214
S 2.231 -1.169 1.353 2.2649
O 1.901 -0.953 -0.059 -0.9238
O 2.057 -0.053 2.231 -0.9134
N 1.763 -2.491 2.003 -1.2384
S 1.072 -3.755 1.361 2.2917
O 0.542 -3.585 0.049 -0.9077
O 0.330 -4.431 2.379 -0.9279
C 2.501 -4.910 1.087 0.6977
F 3.145 -4.650 -0.053 -0.3209
F 3.395 -4.865 2.087 -0.3296
F 2.043 -6.171 1.012 -0.3306
F -4.123 1.964 1.266 -0.3179
C -3.681 2.495 0.122 0.8827
F -4.650 2.309 -0.802 -0.3377
F -3.584 3.827 0.315 -0.3365
C -2.327 1.916 -0.392 0.7119
O -1.833 2.497 -1.337 -0.6583
O -1.986 0.890 0.271 -0.6269
O -4.239 -2.851 -1.651 -0.6436
C -4.332 -3.335 -0.380 0.4117
C -5.366 -4.214 -0.055 -0.3458
C -5.489 -4.728 1.224 -0.2023
C -4.573 -4.365 2.200 -0.2747
C -3.548 -3.492 1.870 -0.1309
C -3.400 -2.959 0.592 -0.2227
C -2.227 -2.025 0.356 0.7626
O -1.461 -1.833 1.336 -0.7679
O -2.049 -1.510 -0.759 -0.7096
H -4.972 -3.219 -2.154 0.4556
H -6.081 -4.490 -0.826 0.1826
H -6.299 -5.412 1.451 0.1915
H -4.653 -4.758 3.206 0.1985
H -2.803 -3.197 2.597 0.2524
C 0.983 3.755 -3.628 -0.6131
C 0.932 4.217 -2.178 -0.3811
C 1.830 3.420 -1.189 -0.2580
C 3.269 3.287 -1.701 -0.3733
C 4.194 2.638 -0.681 -0.6197
C 1.836 4.242 0.082 0.7261
O 2.408 5.318 0.170 -0.6526
N 1.123 3.734 1.115 -0.6553
C 0.444 2.495 1.187 0.7940
O -0.171 2.259 2.203 -0.6107
N 0.547 1.675 0.109 -0.6579
C 1.231 2.012 -1.026 0.7083
O 1.347 1.234 -1.953 -0.6174
H 0.255 4.323 -4.211 0.1969
H 0.738 2.698 -3.710 0.2452
H 1.968 3.916 -4.073 0.1860
H -0.098 4.138 -1.825 0.2422
H 1.240 5.263 -2.103 0.2036
H 3.629 4.285 -1.966 0.2025
H 3.235 2.674 -2.600 0.2260
H 4.320 3.269 0.202 0.2028
H 5.184 2.460 -1.107 0.1978
H 3.799 1.676 -0.355 0.2268
H 1.067 4.283 1.959 0.4133
```

Values from the calculation:
- highest occupied orbital energy (eV) = -3.23
- energy above the lowest of the compared OMol25 structures with the same formula, charge and spin (kcal per mole) = 30.9
- E_tot (Eh) = -3624.049030
- charge = -2
- frontier orbital gap (eV) = 7.67

=====

Record 4
Formula: C19H16MnN6O2PSbSe4
Source: the OMol25 dataset
Level of theory: ωB97M-V/def2-TZVPD

The geometry in XYZ format:
```
50
Properties=species:S:1:pos:R:3:nbo_charge:R:1
Mn 0.812 -0.715 1.192 0.4275
Se 5.660 -0.424 4.491 -0.5183
Sb 3.133 -0.321 3.955 0.8166
Se 0.392 -0.810 3.470 -0.5040
Se 3.196 -0.685 1.437 -0.4768
Se 3.438 2.031 4.544 -0.7182
O -0.088 4.776 -3.845 -0.5383
N -0.042 4.593 -2.603 0.4264
O -0.188 5.554 -1.799 -0.5466
C 0.289 3.329 -2.130 0.0143
C 0.472 2.317 -3.077 -0.2519
C 0.749 0.998 -2.698 -0.0812
C 0.960 -0.063 -3.613 -0.1569
C 1.215 -1.322 -3.143 -0.2400
C 1.242 -1.560 -1.762 0.0219
N 1.026 -0.594 -0.883 -0.4709
C 0.811 0.660 -1.328 0.1931
C 0.656 1.691 -0.341 0.1236
N 0.758 1.289 0.951 -0.4510
C 0.753 2.195 1.918 0.0848
C 0.614 3.547 1.637 -0.2529
C 0.431 3.970 0.340 -0.1471
C 0.442 3.035 -0.713 0.0008
H 0.387 2.580 -4.120 0.2420
H 0.922 0.142 -4.676 0.2086
H 1.390 -2.153 -3.813 0.2228
H 1.443 -2.546 -1.372 0.2135
H 0.864 1.833 2.930 0.2586
H 0.652 4.251 2.455 0.2261
H 0.294 5.012 0.109 0.2636
C -2.382 0.881 1.627 -0.9575
P -1.605 -0.612 0.931 1.0704
C -2.283 -0.637 -0.768 -0.9591
C -2.526 -1.967 1.723 -0.9543
H -3.468 0.845 1.514 0.2156
H -2.000 1.767 1.118 0.2443
H -2.115 0.944 2.682 0.2647
H -3.374 -0.675 -0.763 0.2194
H -1.896 -1.508 -1.300 0.2438
H -1.959 0.258 -1.302 0.2445
H -3.599 -1.770 1.691 0.2140
H -2.191 -2.063 2.756 0.2686
H -2.314 -2.904 1.206 0.2454
N 0.544 -2.690 0.964 -0.4471
C 0.266 -3.761 0.633 0.4794
C -0.112 -5.035 0.217 -0.6019
C -0.723 -5.943 1.113 0.3182
N -1.231 -6.681 1.842 -0.4035
C 0.069 -5.385 -1.142 0.3198
N 0.216 -5.672 -2.252 -0.4147
```

Values from the calculation:
- highest occupied orbital energy (alpha / beta) (eV) = -1.66 / -2.38
- E_tot (Eh) = -12551.062633
- multiplicity = 6
- charge = -2
- expectation value of S² = 8.89
- frontier orbital gap (alpha / beta) (eV) = 5.41 / 5.88

=====

Record 5
Formula: C19H16N2O7S
Source: the OMol25 dataset
Level of theory: ωB97M-V/def2-TZVPD

The geometry in XYZ format:
```
45
Properties=species:S:1:pos:R:3:nbo_charge:R:1
C 0.966 5.243 -3.712 -0.6386
C -0.119 5.272 -2.641 -0.0648
H -0.727 6.174 -2.753 0.1971
H 0.319 5.273 -1.637 0.1738
O -1.049 4.210 -2.779 -0.4858
C -0.712 2.961 -2.397 0.3192
C -1.669 1.968 -2.643 -0.2243
C -1.432 0.658 -2.296 -0.1633
C -0.233 0.286 -1.697 0.1224
C 0.709 1.275 -1.413 0.1348
C 0.473 2.599 -1.768 -0.3025
H 1.237 3.319 -1.520 0.2503
N 1.933 1.005 -0.693 0.5342
O 2.362 -0.123 -0.656 -0.3596
O 2.470 1.958 -0.168 -0.3925
N -0.010 -1.059 -1.341 -0.5107
C 0.975 -1.845 -1.935 0.7453
O 1.547 -1.561 -2.946 -0.5528
C 1.069 -3.123 -1.129 -0.5153
C 0.059 -2.958 -0.007 -0.4192
C -0.710 -1.699 -0.338 0.7173
O -1.733 -1.314 0.164 -0.5726
H -0.593 -3.814 0.165 0.2434
S 0.939 -2.584 1.576 0.2540
C -0.465 -2.190 2.605 -0.0325
C -1.237 -3.229 3.100 -0.2410
C -2.304 -2.963 3.939 -0.1845
C -2.586 -1.658 4.309 -0.2055
C -1.809 -0.620 3.830 -0.1529
C -0.748 -0.873 2.966 -0.2069
C 0.008 0.271 2.402 0.8086
O 0.404 0.350 1.266 -0.6144
O 0.178 1.260 3.282 -0.6773
H 0.682 1.984 2.874 0.5054
H -2.025 0.400 4.108 0.2286
H -3.413 -1.449 4.970 0.2191
H -2.909 -3.777 4.311 0.2183
H -0.992 -4.244 2.827 0.2227
H 0.855 -3.981 -1.768 0.2497
H 2.091 -3.222 -0.759 0.2575
H -2.177 -0.099 -2.482 0.2337
H -2.596 2.258 -3.111 0.2308
H 1.612 6.109 -3.600 0.2189
H 0.511 5.268 -4.699 0.2173
H 1.570 4.342 -3.636 0.2148
```

Values from the calculation:
- highest occupied orbital energy (eV) = -8.86
- energy above the lowest of the compared OMol25 structures with the same formula, charge and spin (kcal per mole) = 34.4
- E_tot (Eh) = -1767.971640
- frontier orbital gap (eV) = 8.62
- SMILES = CCOc1ccc(N2C(=O)C[C@@H](Sc3ccccc3C(=O)O)C2=O)c([N+](=O)[O-])c1

=====

Record 6
Formula: C19H16N4O6S
Source: the OMol25 dataset
Level of theory: ωB97M-V/def2-TZVPD

The geometry in XYZ format:
```
46
Properties=species:S:1:pos:R:3:nbo_charge:R:1
C 0.153 1.555 2.520 -0.2549
H -0.424 0.745 2.975 0.1834
H 1.208 1.282 2.511 0.2072
H 0.023 2.473 3.100 0.1856
O -0.201 1.743 1.168 -0.5310
C -1.480 2.105 0.867 0.4140
C -2.476 2.327 1.811 -0.3292
C -3.739 2.733 1.414 -0.1646
C -4.027 2.944 0.077 -0.2477
C -3.043 2.724 -0.870 -0.1380
C -1.783 2.277 -0.494 -0.2419
C -0.769 2.064 -1.559 0.6809
O -0.553 2.852 -2.450 -0.5685
N -0.053 0.890 -1.493 -0.6311
C -0.292 -0.191 -0.671 0.3660
C -1.473 -0.816 -0.325 -0.1707
C -1.076 -1.913 0.482 0.1554
N 0.230 -1.964 0.610 -0.2646
N 0.715 -0.906 -0.067 -0.2094
C 2.089 -0.671 -0.061 0.2494
C 2.940 -1.762 0.131 -0.2415
C 4.304 -1.577 0.159 -0.1534
C 4.822 -0.295 -0.001 -0.0041
C 3.982 0.800 -0.168 -0.1545
C 2.614 0.616 -0.195 -0.2779
H 1.961 1.468 -0.280 0.2464
H 4.413 1.784 -0.267 0.2536
N 6.249 -0.096 0.025 0.5292
O 6.660 1.035 -0.119 -0.3749
O 6.948 -1.073 0.190 -0.3737
H 4.981 -2.405 0.299 0.2531
H 2.504 -2.739 0.260 0.2526
C -2.123 -2.828 0.954 -0.6680
H -2.470 -2.620 1.962 0.2553
H -1.871 -3.878 0.841 0.2693
S -3.506 -2.378 -0.192 2.1570
O -3.460 -3.229 -1.344 -0.9317
O -4.744 -2.290 0.527 -0.9322
C -2.902 -0.689 -0.651 -0.6481
H -3.446 0.015 -0.026 0.2572
H -3.105 -0.506 -1.702 0.2614
H 0.707 0.814 -2.160 0.4249
H -3.237 2.886 -1.919 0.2342
H -5.006 3.279 -0.224 0.2250
H -4.498 2.896 2.164 0.2228
H -2.274 2.192 2.861 0.2273
```

Values from the calculation:
- highest occupied orbital energy (eV) = -9.37
- energy above the lowest of the compared OMol25 structures with the same formula, charge and spin (kcal per mole) = 0.0
- E_tot (Eh) = -1802.185104
- frontier orbital gap (eV) = 8.45
- SMILES = COc1ccccc1C(=O)Nc1c2c(nn1-c1ccc([N+](=O)[O-])cc1)CS(=O)(=O)C2